One molecule with the formula C19H23NO4S2. Source: the Open Molecules 2025 dataset; level of theory: the ωB97M-V functional and the def2-TZVPD basis.

Last columns: bonded neighbours and bond lengths (Å).
Element x y z (Å)
1 C 4.4954 1.8812 2.0628  C2 1.498, H47 1.087, H48 1.090, H49 1.090
2 C 3.7604 1.3579 0.8667  C1 1.498, C3 1.389, C7 1.395
3 C 4.2483 0.2643 0.1635  C2 1.389, C4 1.379, H46 1.080
4 C 3.5785 -0.2475 -0.9278  C3 1.379, C5 1.391, H45 1.078
5 C 2.3843 0.3349 -1.3402  C4 1.391, C6 1.387, O13 1.373
6 C 1.9016 1.4452 -0.6642  C5 1.387, C7 1.389, H12 1.078
7 C 2.5754 1.9568 0.4374  C2 1.395, C6 1.389, C8 1.498
8 C 2.0114 3.1408 1.1612  C7 1.498, H9 1.087, H10 1.090, H11 1.089
9 H 1.0952 3.4832 0.6876  C8 1.087
10 H 1.7927 2.8861 2.1980  C8 1.090
11 H 2.7269 3.9621 1.1679  C8 1.089
12 H 0.9886 1.9270 -0.9758  C6 1.078
13 O 1.7515 -0.2787 -2.3924  C5 1.373, C14 1.405
14 C 0.6036 0.3245 -2.9333  O13 1.405, C15 1.532, H43 1.096, H44 1.098
15 C -0.6098 0.4874 -2.0115  C14 1.532, O16 1.218, N17 1.352
16 O -1.2934 1.4907 -2.1119  C15 1.218
17 N -0.8868 -0.4922 -1.1215  C15 1.352, C18 1.450, C29 1.460
18 C -0.2848 -1.8112 -1.1426  N17 1.450, C19 1.500, H27 1.099, H28 1.092
19 C 0.7866 -2.0139 -0.1128  C18 1.500, C20 1.360, S23 1.731
20 C 1.8243 -2.8901 -0.1793  C19 1.360, C21 1.413, H26 1.075
21 C 2.6517 -2.8588 0.9658  C20 1.413, C22 1.355, H25 1.075
22 C 2.2315 -1.9578 1.8858  C21 1.355, S23 1.717, H24 1.071
23 S 0.8114 -1.1361 1.3794  C19 1.731, C22 1.717
24 H 2.6635 -1.7158 2.8357  C22 1.071
25 H 3.5227 -3.4763 1.0890  C21 1.075
26 H 1.9992 -3.5329 -1.0231  C20 1.075
27 H -1.0876 -2.5446 -0.9832  C18 1.099
28 H 0.1461 -2.0080 -2.1260  C18 1.092
29 C -1.9845 -0.3062 -0.1765  N17 1.460, C30 1.519, C37 1.537, H42 1.095
30 C -3.3571 -0.2652 -0.8267  C29 1.519, H31 1.085, H32 1.085, S33 1.825
31 H -3.6911 -1.2177 -1.2232  C30 1.085
32 H -3.4314 0.5254 -1.5667  C30 1.085
33 S -4.3836 0.1680 0.6184  C30 1.825, O34 1.434, O35 1.438, C36 1.833
34 O -5.4246 1.0918 0.2712  S33 1.434
35 O -4.7750 -1.0482 1.2792  S33 1.438
36 C -3.0637 0.9804 1.5963  S33 1.833, C37 1.514, H40 1.084, H41 1.086
37 C -1.8792 0.9834 0.6536  C29 1.537, C36 1.514, H38 1.090, H39 1.091
38 H -1.9324 1.8399 -0.0183  C37 1.090
39 H -0.9296 1.0143 1.1894  C37 1.091
40 H -3.4001 1.9710 1.8798  C36 1.084
41 H -2.9036 0.3623 2.4747  C36 1.086
42 H -1.9560 -1.1534 0.5164  C29 1.095
43 H 0.3160 -0.3066 -3.7820  C14 1.096
44 H 0.8286 1.3280 -3.3193  C14 1.098
45 H 3.9545 -1.1025 -1.4659  C4 1.078
46 H 5.1703 -0.2015 0.4802  C3 1.080
47 H 5.3860 1.2886 2.2550  C1 1.087
48 H 3.8609 1.8516 2.9483  C1 1.090
49 H 4.7963 2.9169 1.9076  C1 1.090

**Molar mass**: 393.53 Da
**Charge**: 0
**SMILES**: Cc1ccc(OCC(=O)N(Cc2cccs2)[C@H]2CCS(=O)(=O)C2)cc1C
**Gap between HOMO and LUMO**: 0.3240 Eh
**Relative energy (zero: lowest compared OMol25 entry of this formula, charge and spin)**: 0.03 kcal per mole
**HOMO level**: -8.407 eV